[1]
DFT (ωB97M-V with the def2-TZVPD basis set) results for a single C4H7NO molecule.

For the HOMO energy, the calculation gives -9.78 eV. As for the HOMO-LUMO gap: 10.86 eV. The calculation puts the energy relative to the best compared isomer or geometry (same formula, charge and spin) at 1.6672 eV. The SMILES is C/N=C/CC=O.

```
13
Properties=species:S:1:pos:R:3:forces:R:3:mulliken_charge:R:1
C -0.128 2.173 -0.867 0.01 0.24 -0.15 -0.6209
O -0.240 -2.492 -0.843 -0.01 0.08 0.54 -0.4698
C -0.229 -2.301 0.349 0.05 -0.14 -0.24 0.0729
H 0.518 1.855 -1.701 -0.03 0.01 0.18 0.3034
C 0.087 -0.982 1.000 0.07 -0.04 0.05 -0.4699
H 1.038 -0.068 -0.810 -0.17 -0.04 0.08 0.2864
H -0.455 -3.116 1.064 -0.03 -0.07 -0.11 0.3334
H 0.958 -1.108 1.652 -0.04 -0.18 0.07 0.2722
N -0.295 1.187 0.162 0.10 -0.45 -0.19 -0.3711
C 0.334 0.105 0.017 -0.11 0.16 0.10 -0.0556
H -1.133 2.354 -1.260 0.26 0.45 -0.01 0.2387
H 0.299 3.061 -0.395 -0.28 0.19 -0.30 0.2389
H -0.754 -0.670 1.633 0.17 -0.19 0.00 0.2412
```
Forces are in eV/Å.

[2]
DFT (ωB97M-V with the def2-TZVPD basis set) results for a single C6H6 molecule.

For the HOMO energy, the calculation gives -8.79 eV. As for the HOMO-LUMO gap: 8.01 eV. The calculation puts the energy relative to the best compared isomer or geometry (same formula, charge and spin) at 7.0709 eV.

```
12
Properties=species:S:1:pos:R:3:forces:R:3:mulliken_charge:R:1
C -2.015 -0.011 0.230 -3.10 0.27 0.08 -0.4367
C 1.499 -0.949 0.095 0.52 0.01 -0.69 -0.5861
C -1.050 -0.918 -0.419 0.28 -1.05 -0.67 -0.6989
C 1.639 0.385 -0.151 -2.59 -2.71 0.66 -0.0517
H 0.473 -1.270 0.280 0.61 -0.56 0.96 0.1999
H -2.848 -0.046 -0.460 -0.34 0.13 -0.66 0.2200
H 2.592 0.691 -0.408 1.53 1.42 -0.41 0.4244
H 0.430 2.244 0.081 -0.38 -1.30 -0.11 0.2997
H -2.549 0.117 1.148 0.68 0.03 1.16 0.3040
C 0.373 1.133 -0.089 2.03 1.83 0.19 -0.4915
H 2.196 -1.782 -0.116 -0.07 0.94 0.16 0.2947
C -0.739 0.405 -0.191 0.83 0.98 -0.66 0.5222
```
Forces are in eV/Å.

[3]
DFT (ωB97M-V with the def2-TZVPD basis set) results for a single C20H26NO5P molecule.

For the HOMO energy, the calculation gives -7.99 eV. As for the HOMO-LUMO gap: 8.61 eV. The calculation puts the energy relative to the best compared isomer or geometry (same formula, charge and spin) at 0.1983 eV. The SMILES is CC(C)OP(=O)(OC(C)C)[C@@H](Nc1cccc(C(=O)O)c1)c1ccccc1.

```
53
Properties=species:S:1:pos:R:3:forces:R:3:mulliken_charge:R:1
C 5.531 -0.734 -1.016 0.69 -0.19 -0.32 0.3954
C -0.345 -4.008 0.931 0.00 -0.12 0.01 -0.7978
C -4.244 -0.811 -1.874 0.38 0.16 0.10 -1.4610
C 0.341 -0.367 0.144 -0.46 0.22 -0.25 -0.3549
H -4.450 -1.608 -1.164 -0.06 -0.11 0.06 0.3216
H 0.896 -0.626 -0.763 -0.13 0.06 0.04 0.8233
O -2.342 -0.146 -0.620 0.60 0.48 0.58 -0.2485
H 2.502 2.398 2.030 -0.07 0.08 0.06 0.3848
H -3.688 3.867 0.156 -0.02 0.07 0.00 0.5184
H -1.406 -0.528 2.177 -0.09 0.09 0.11 0.3744
H -2.527 0.273 -2.621 -0.09 -0.12 0.12 0.3684
C 3.113 1.760 1.407 -0.07 -0.09 -0.06 -0.6731
H -0.037 3.876 1.087 0.10 0.05 0.07 0.2600
C -0.922 3.913 0.456 -0.06 -0.29 0.11 -1.2196
H -2.307 -2.130 -3.323 0.01 -0.04 -0.12 0.5017
H 6.289 1.441 0.282 0.09 0.01 -0.01 0.4687
O -0.701 1.545 -1.640 0.15 0.05 -0.02 -0.9068
H -4.771 0.084 -1.556 -0.09 0.08 0.02 0.3429
H 4.883 2.905 1.723 0.03 0.07 0.04 0.3954
C 2.521 0.653 0.786 0.57 0.03 0.01 0.6181
H -0.046 -4.983 0.574 0.03 -0.08 -0.02 0.3888
H 5.502 -2.280 -2.122 0.09 0.26 0.17 0.3429
C -3.196 2.903 0.052 0.14 -0.20 0.20 -1.3408
H -2.325 -2.555 3.246 -0.06 0.01 0.06 0.4119
C -1.621 -2.644 2.431 -0.03 0.09 0.08 -0.9575
C 5.242 1.235 0.437 0.10 -0.26 -0.19 -0.6842
H 0.872 -2.962 -0.482 0.08 0.01 -0.11 0.3915
H 2.921 -1.054 -0.468 -0.06 -0.09 -0.03 0.6623
H -1.649 -4.786 2.439 -0.03 -0.07 0.04 0.4049
O -1.341 1.564 0.899 0.41 -0.76 -0.34 -0.4902
C -2.746 -0.549 -1.928 -0.37 -0.30 -0.86 0.6310
C 4.671 0.124 -0.179 -0.24 0.38 0.29 -0.0990
H -1.361 4.905 0.523 -0.04 0.11 0.04 0.4796
H -2.196 3.026 1.957 0.05 -0.03 -0.26 0.3523
H -4.605 -1.104 -2.856 -0.06 -0.04 -0.10 0.4131
O 6.712 -0.564 -1.198 -0.12 0.06 0.07 -0.6015
C 3.324 -0.172 -0.001 0.00 0.06 -0.02 -0.1530
O 4.877 -1.764 -1.588 -0.41 -0.25 -0.07 -0.4298
N 1.198 0.378 1.028 -0.39 0.38 0.32 0.0430
C -1.105 -1.507 1.838 0.05 -0.16 0.06 -0.1306
C -1.962 -1.782 -2.353 -0.12 0.30 0.18 -1.3745
H -2.089 -2.575 -1.619 -0.01 -0.10 0.05 0.2516
P -1.025 0.754 -0.447 -0.16 -0.33 0.19 0.5540
C -1.935 2.867 0.901 -0.37 0.88 0.16 0.3568
H -0.626 3.716 -0.570 0.04 0.05 -0.11 0.2788
H -3.878 2.117 0.367 -0.11 -0.02 -0.01 0.2872
C -1.243 -3.897 1.978 0.00 -0.11 -0.02 -0.4307
H -2.932 2.746 -0.991 -0.06 0.06 -0.15 0.2972
H -0.905 -1.533 -2.422 0.15 -0.08 -0.09 0.2748
C -0.206 -1.611 0.785 0.00 -0.32 -0.02 0.2993
C 0.172 -2.869 0.337 -0.03 0.16 0.02 -0.1249
H 0.710 1.057 1.593 0.11 -0.04 -0.05 0.2652
C 4.453 2.042 1.235 -0.05 -0.04 -0.02 -0.6806
```
Forces are in eV/Å.